(1)
Computed, not measured: a structure of composition C7H8O7Tl, with wB97M-V/def2-TZVPD.

Summary:
expectation value of S² = 0.75
spin multiplicity = 2
total charge = 0
energy above the lowest of the compared OMol25 structures with the same formula, charge and spin = 0.0 kJ/mol
LUMO energy (alpha / beta) = 0.097 / -0.125 eV

Atoms and positions in Å:
O1 2.634 1.661 -0.939
C1 3.217 2.268 -0.127
O2 3.604 2.721 0.869
Tl1 -3.655 -0.883 -1.604
O3 -1.287 -0.606 -1.573
O4 -0.937 0.837 0.152
C2 -2.049 1.684 -0.178
C3 -3.346 1.238 0.494
O5 -3.868 0.075 -0.002
C4 -0.604 -0.187 -0.623
H1 -1.751 2.680 0.176
H2 -2.165 1.712 -1.272
H3 -4.033 2.110 0.375
H4 -3.133 1.184 1.588
O6 1.233 -1.672 -1.042
C5 2.349 -2.217 -0.317
C6 2.010 -1.867 1.128
O7 1.107 -0.758 0.980
C7 0.660 -0.752 -0.273
H5 2.401 -3.292 -0.509
H6 3.264 -1.723 -0.667
H7 2.871 -1.539 1.717
H8 1.480 -2.676 1.646

***

(2)
Computed, not measured: a structure of composition C9H11N3S, with wB97M-V/def2-TZVPD.

Summary:
expectation value of S² = 2.07
spin multiplicity = 3
total charge = 0
LUMO energy (alpha / beta) = 0.456 / -2.603 eV

Atoms and positions in Å:
C1 -2.247 3.801 -0.448
C2 -2.408 3.458 -1.784
C3 -1.129 2.013 -0.759
C4 0.094 1.121 2.195
C5 1.160 -1.635 0.214
C6 -0.524 0.781 -0.552
C7 0.122 0.251 1.190
C8 2.305 -3.813 0.717
C9 1.112 -3.141 -0.017
N1 -1.429 2.995 0.153
N2 0.460 -0.999 1.050
N3 -1.697 2.342 -1.933
S1 -0.294 -0.333 -1.768
H1 -2.594 4.566 0.205
H2 -2.901 3.975 -2.520
H3 0.254 0.630 3.124
H4 -0.120 2.085 1.999
H5 1.940 -0.953 -0.321
H6 2.331 -4.024 1.825
H7 3.185 -3.285 0.704
H8 2.574 -4.839 0.352
H9 0.223 -3.732 0.393
H10 1.141 -3.215 -1.155
H11 -1.557 1.949 -2.864

***

(3)
Computed, not measured: a structure of composition C6HO6Sr, with wB97M-V/def2-TZVPD.

Summary:
total charge = +1
energy above the lowest of the compared OMol25 structures with the same formula, charge and spin = 368.4 kJ/mol
LUMO energy (alpha / beta) = -5.439 / -5.285 eV

Atoms and positions in Å:
O1 1.504 -2.057 -3.157
C1 1.460 -1.182 -2.423
Sr1 -1.962 1.604 0.148
O2 -0.087 -1.481 0.598
C2 -0.594 -0.537 0.153
C3 2.005 1.596 0.504
O3 1.818 2.695 0.916
C4 -2.757 -0.701 -0.583
O4 -3.041 -1.725 -1.079
C5 2.110 0.349 0.302
O5 2.708 -0.694 0.216
H1 -3.075 0.419 -0.792
O6 0.329 0.672 2.995
C6 -0.418 1.042 2.202

***

(4)
Computed, not measured: a structure of composition C13H32BaNO5, with wB97M-V/def2-TZVPD.

Summary:
total charge = -1
energy above the lowest of the compared OMol25 structures with the same formula, charge and spin = 1208.5 kJ/mol
LUMO energy = 2.484 eV

Atoms and positions in Å:
Ba1 -28.119 -21.128 -14.190
C1 -30.495 -23.709 -16.040
C2 -29.209 -22.942 -16.017
O1 -29.289 -21.494 -15.855
H1 -30.262 -24.706 -16.412
H2 -31.078 -23.092 -16.724
H3 -30.994 -23.853 -15.082
H4 -28.739 -23.065 -16.992
H5 -28.439 -23.036 -15.252
C3 -24.510 -19.998 -15.605
C4 -25.324 -19.263 -14.369
O2 -26.505 -19.902 -14.032
H6 -23.472 -20.220 -15.357
H7 -24.555 -19.370 -16.495
H8 -25.088 -20.878 -15.884
H9 -25.491 -18.217 -14.628
H10 -24.638 -19.212 -13.524
C5 -30.401 -17.835 -14.749
C6 -29.182 -18.525 -15.525
C7 -27.791 -17.995 -15.053
O3 -29.333 -19.935 -15.566
H11 -30.546 -18.151 -13.716
H12 -31.365 -18.053 -15.208
H13 -30.308 -16.748 -14.749
H14 -29.298 -18.131 -16.535
H15 -27.005 -18.536 -15.580
H16 -27.710 -18.220 -13.989
H17 -27.640 -16.923 -15.185
C8 -26.678 -19.555 -11.188
O4 -27.759 -19.925 -12.010
C9 -28.859 -18.961 -12.078
C10 -30.155 -19.649 -12.278
N1 -30.377 -20.228 -13.669
C11 -31.668 -20.943 -13.604
C12 -31.554 -22.437 -12.984
O5 -30.344 -23.134 -13.418
C13 -30.521 -24.527 -13.142
H18 -26.921 -18.973 -10.299
H19 -25.855 -19.082 -11.725
H20 -26.140 -20.488 -11.023
H21 -28.595 -18.180 -12.790
H22 -28.838 -18.418 -11.133
H23 -31.038 -19.039 -12.086
H24 -30.105 -20.428 -11.518
H25 -30.304 -19.684 -14.517
H26 -32.107 -21.092 -14.590
H27 -32.490 -20.276 -13.342
H28 -32.522 -22.874 -13.231
H29 -31.460 -22.597 -11.910
H30 -31.534 -24.928 -13.191
H31 -30.271 -24.737 -12.102
H32 -30.020 -25.104 -13.919

***

(5)
Computed, not measured: an isolated molecule of C4H8OS, with wB97M-V/def2-TZVPD.

Summary:
structure (SMILES) = S[C@@H]1CCOC1
total charge = 0
energy above the lowest of the compared OMol25 structures with the same formula, charge and spin = 94.9 kJ/mol
LUMO energy = 0.899 eV

Atoms and positions in Å:
C1 0.557 0.136 0.876
C2 -0.112 1.137 -0.112
C3 -0.760 0.114 -1.160
C4 0.952 -0.987 -0.018
H1 -1.492 -0.997 1.148
H2 1.387 0.481 1.508
H3 -0.828 1.855 0.286
H4 0.619 1.774 -0.572
H5 -1.865 0.089 -0.922
H6 -0.553 0.417 -2.208
H7 1.869 -0.757 -0.655
H8 1.135 -1.771 0.633
O1 -0.163 -1.119 -0.915
S1 -0.747 -0.372 2.111

***

(6)
Computed, not measured: a structure of composition C5H10NaO3, with wB97M-V/def2-TZVPD.

Summary:
expectation value of S² = 0.75
spin multiplicity = 2
total charge = 0
energy above the lowest of the compared OMol25 structures with the same formula, charge and spin = 13.1 kJ/mol
LUMO energy (alpha / beta) = -0.985 / -0.985 eV

Atoms and positions in Å:
H1 1.279 0.307 0.944
O1 0.723 -0.018 -1.154
O2 1.872 -1.483 0.052
C1 1.007 -0.519 0.140
O3 -0.248 -0.912 0.708
C2 -0.198 -0.845 2.077
C3 0.156 1.278 -1.266
C4 -0.218 1.524 -2.710
H2 -0.728 1.344 -0.613
H3 0.890 2.025 -0.921
H4 -1.079 0.907 -3.004
H5 -0.482 2.580 -2.849
H6 0.625 1.289 -3.375
C5 -1.493 -1.140 2.747
H7 0.733 -1.219 2.515
H8 -2.169 -0.270 2.715
H9 -1.319 -1.410 3.796
H10 -2.023 -1.985 2.265
Na1 2.672 -1.454 -2.069

***

(7)
Computed, not measured: the ion C2H4N3O with charge -1, with wB97M-V/def2-TZVPD.

Summary:
structure (SMILES) = [O-]N1CN=NC1
total charge = -1
LUMO energy = 4.654 eV

Atoms and positions in Å:
C1 -0.797 -0.397 0.714
C2 0.596 0.478 -0.843
N1 -0.381 0.885 1.111
N2 0.458 1.324 0.261
N3 -0.014 -0.877 -0.382
O1 0.977 -1.774 -0.060
H1 -0.712 -1.001 1.631
H2 -1.872 -0.154 0.418
H3 0.091 0.965 -1.738
H4 1.655 0.551 -1.111

***

(8)
Computed, not measured: an isolated molecule of C20H21NO3S, with wB97M-V/def2-TZVPD.

Summary:
structure (SMILES) = O=C(NCc1ccc2c(c1)OCO2)[C@]1(CS)CCc2ccccc2C1
total charge = 0
LUMO energy = 0.662 eV

Atoms and positions in Å:
O1 1.677 1.067 -2.124
O2 0.419 -3.631 3.405
O3 0.563 -3.874 1.102
S1 1.316 4.623 -1.177
C1 1.031 1.570 -1.187
C2 -2.463 -2.201 -0.733
C3 -2.271 -2.053 -2.122
C4 1.512 -1.429 3.526
C5 2.015 -0.369 2.747
C6 1.591 -1.649 0.768
C7 -2.232 -1.090 0.111
C8 -1.775 -0.863 -2.644
C9 0.973 -2.535 2.859
C10 1.060 -2.653 1.507
C11 2.019 -0.469 1.361
C12 -1.812 0.159 -0.416
C13 -1.569 0.253 -1.816
N1 1.532 1.440 0.116
C14 0.118 -4.511 2.295
C15 2.611 0.579 0.508
C16 0.102 3.690 -2.139
C17 -1.550 1.309 0.515
C18 -1.133 1.549 -2.425
C19 -1.095 2.570 -0.176
C20 -0.258 2.336 -1.470
H1 2.443 4.019 -1.593
H2 -2.752 -3.180 -0.371
H3 -2.297 -2.924 -2.781
H4 1.465 -1.480 4.605
H5 2.472 0.509 3.229
H6 1.697 -1.745 -0.317
H7 -2.331 -1.211 1.185
H8 -1.607 -0.793 -3.718
H9 0.895 1.726 0.859
H10 0.685 -5.443 2.442
H11 -0.941 -4.731 2.296
H12 3.344 1.152 1.080
H13 3.132 0.084 -0.343
H14 -0.762 4.290 -2.262
H15 0.529 3.512 -3.116
H16 -2.450 1.554 1.048
H17 -0.783 1.013 1.275
H18 -0.564 1.367 -3.355
H19 -2.029 2.123 -2.660
H20 -0.522 3.180 0.531
H21 -2.006 3.160 -0.428

***

(9)
Computed, not measured: the ion C3H2F3N2 with charge +1, with wB97M-V/def2-TZVPD.

Summary:
structure (SMILES) = [H]/N=C/C(F)(F)[N+]#CF
total charge = +1
energy above the lowest of the compared OMol25 structures with the same formula, charge and spin = 0.0 kJ/mol
LUMO energy = -7.033 eV

Atoms and positions in Å:
C1 0.420 -0.850 0.024
C2 0.703 0.600 0.542
C3 -1.288 1.196 -0.397
N1 -0.093 -1.087 -1.097
N2 -0.162 1.487 -0.148
F1 0.703 0.442 1.903
F2 -2.473 0.972 -0.352
F3 2.164 0.733 0.272
H1 0.686 -1.563 0.746
H2 -0.659 -1.930 -1.494

***

(10)
Computed, not measured: a structure of composition C25H27N3Sn, with wB97M-V/def2-TZVPD.

Summary:
total charge = +2
energy above the lowest of the compared OMol25 structures with the same formula, charge and spin = 65.9 kJ/mol
LUMO energy (alpha / beta) = -8.243 / -8.267 eV

Atoms and positions in Å:
C1 3.455 -1.731 0.529
C2 3.744 -0.491 1.314
H1 2.856 -2.651 0.737
H2 4.276 -2.007 -0.166
H3 2.707 -1.262 -0.138
H4 3.308 0.294 0.596
H5 3.076 -0.381 2.216
H6 4.673 0.134 1.429
C3 -0.248 -1.067 -3.099
C4 -1.347 -1.660 -3.701
C5 -2.567 -0.956 -3.676
C6 -2.677 0.275 -2.998
H7 0.722 -1.535 -3.049
H8 -1.240 -2.640 -4.184
H9 -3.426 -1.365 -4.188
H10 -3.627 0.840 -2.989
N1 -0.356 0.160 -2.518
C7 -1.558 0.818 -2.370
C8 -1.504 1.998 -1.539
N2 -0.266 2.259 -0.983
C9 -0.041 3.216 -0.049
C10 -2.301 3.924 -0.316
C11 -1.052 4.083 0.317
H11 0.950 3.243 0.371
H12 -0.860 4.856 1.073
C12 -2.533 2.885 -1.224
H13 -3.514 2.761 -1.736
H14 -3.103 4.620 -0.079
Sn1 1.066 1.595 -2.341
C13 2.803 2.283 -3.494
H15 2.953 3.286 -3.090
H16 2.387 2.193 -4.497
H17 3.633 1.599 -3.280
C14 -0.567 -4.854 0.345
C15 -1.349 -3.944 -0.383
C16 -1.315 -2.593 -0.054
C17 -0.482 -2.094 1.010
C18 0.245 -3.063 1.746
C19 0.224 -4.408 1.406
N3 -0.419 -0.756 1.172
C20 -0.400 0.009 2.299
C21 -1.330 1.095 2.395
C22 -1.275 2.010 3.441
C23 -0.300 1.860 4.442
C24 0.600 0.794 4.388
C25 0.536 -0.129 3.353
H18 -0.595 -5.909 0.074
H19 -1.990 -4.279 -1.207
H20 -1.922 -1.853 -0.608
H21 0.860 -2.707 2.569
H22 0.824 -5.111 1.967
H23 -2.074 1.203 1.589
H24 -1.993 2.840 3.474
H25 -0.262 2.586 5.253
H26 1.355 0.684 5.158
H27 1.240 -0.954 3.292

***

(11)
Computed, not measured: a structure of composition C3H9F10K5N5O24PS10, with wB97M-V/def2-TZVPD.

Summary:
expectation value of S² = 0.75
spin multiplicity = 2
total charge = -1
LUMO energy (alpha / beta) = 0.322 / 0.300 eV

Atoms and positions in Å:
K1 -14.608 0.973 15.107
K2 -14.776 7.024 13.802
K3 -14.005 4.040 17.050
K4 -11.715 2.780 8.930
K5 -9.472 2.501 11.439
N1 -11.324 -0.224 19.844
S1 -9.993 0.822 20.144
O1 -9.969 2.142 19.689
O2 -8.723 0.103 20.288
F1 -10.397 1.063 21.721
S2 -11.573 0.304 18.414
O3 -10.486 0.095 17.482
O4 -12.335 1.528 18.189
F2 -12.599 -0.809 17.953
N2 -9.754 4.663 9.590
S3 -9.824 6.112 10.018
O5 -10.339 7.078 9.057
O6 -8.760 6.529 10.950
F3 -11.040 5.886 11.073
S4 -8.380 4.968 8.575
O7 -7.110 5.311 9.120
O8 -8.630 5.338 7.185
F4 -8.206 3.388 8.313
N3 -10.807 0.632 10.291
S5 -11.409 -0.571 10.938
O9 -10.816 -1.130 12.148
O10 -12.327 -1.380 10.155
F5 -12.621 0.318 11.577
S6 -9.673 -0.381 9.494
O11 -10.097 -1.088 8.270
O12 -8.635 -0.864 10.386
F6 -8.836 0.781 8.789
N4 -12.361 6.496 18.133
S7 -12.091 7.537 17.101
O13 -11.325 8.697 17.405
O14 -13.032 7.662 15.996
F7 -11.013 6.622 16.321
S8 -13.738 7.278 18.729
O15 -14.982 6.887 18.080
O16 -13.585 8.649 19.201
F8 -13.901 6.473 20.095
N5 -13.026 3.142 14.512
S9 -11.526 3.213 14.565
O17 -10.953 4.562 14.558
O18 -10.797 2.095 14.013
F9 -11.544 2.931 16.195
S10 -13.235 3.525 12.790
O19 -12.157 3.280 11.822
O20 -14.179 4.597 12.448
F10 -14.200 2.313 12.519
C1 -7.956 1.460 15.289
O21 -7.984 2.921 15.044
P1 -7.413 3.928 16.142
O22 -8.390 4.207 17.258
O23 -6.937 5.218 15.270
C2 -7.878 6.127 14.705
O24 -5.943 3.215 16.538
C3 -5.134 3.716 17.525
H1 -7.815 0.983 14.319
H2 -8.891 1.023 15.639
H3 -7.287 1.237 16.120
H4 -7.744 6.070 13.625
H5 -7.489 7.126 14.904
H6 -8.900 5.983 15.056
H7 -4.956 3.071 18.386
H8 -5.422 4.699 17.898
H9 -4.111 3.864 17.182

***

(12)
Computed, not measured: a structure of composition C17H12BrF6N2O9S2SeTa, with wB97M-V/def2-TZVPD.

Summary:
total charge = 0
energy above the lowest of the compared OMol25 structures with the same formula, charge and spin = 29.9 kJ/mol
LUMO energy = -1.522 eV

Atoms and positions in Å:
Ta1 0.223 -0.016 -1.173
O1 3.936 -1.366 -0.520
C1 2.979 -0.978 0.071
O2 1.980 -0.305 -0.578
C2 2.754 -1.104 1.557
C3 2.631 0.288 2.232
C4 2.869 0.127 3.737
C5 1.549 -0.559 4.174
C6 0.789 -0.627 2.841
O3 1.230 0.551 2.157
C7 1.387 -1.748 1.977
C8 0.559 -2.138 0.769
O4 0.724 -3.180 0.200
O5 -0.316 -1.202 0.335
H1 3.596 -1.670 1.945
H2 3.184 1.085 1.743
H3 2.976 1.106 4.200
H4 3.760 -0.457 3.960
H5 1.004 0.048 4.894
H6 1.701 -1.547 4.608
H7 -0.295 -0.631 2.909
H8 1.568 -2.665 2.533
F1 -2.249 -1.661 -4.425
C9 -1.909 -2.897 -4.080
F2 -0.894 -3.309 -4.823
F3 -2.943 -3.706 -4.246
S1 -1.407 -2.882 -2.303
O6 -0.286 -1.932 -2.330
O7 -1.173 -4.222 -1.921
N1 -2.656 -2.280 -1.565
S2 -3.007 -0.782 -1.422
O8 -1.806 0.106 -1.535
O9 -4.122 -0.307 -2.152
C10 -3.469 -0.652 0.395
F4 -2.741 0.308 0.965
F5 -3.266 -1.790 1.032
F6 -4.747 -0.326 0.475
Se1 1.376 0.352 -3.446
C11 -0.139 0.912 -4.332
N2 -1.073 1.268 -4.904
Br1 -1.096 6.504 0.328
C12 -0.645 4.723 -0.109
C13 -0.149 4.433 -1.370
C14 0.171 3.124 -1.688
C15 0.019 2.081 -0.761
C16 -0.474 2.426 0.506
C17 -0.818 3.726 0.836
H9 -0.022 5.220 -2.100
H10 0.543 2.922 -2.683
H11 -0.602 1.668 1.267
H12 -1.207 3.963 1.816